Record 1
The following is a quantum chemistry calculation of a cluster of 2 separate species, C3H5F2NO in total, from OMol25.

Geometry (Å):
O1 -0.128 -1.252 2.364
H1 0.548 1.830 0.351
C1 -1.278 -2.632 0.620
H2 -2.015 -3.414 0.966
H3 -1.197 -2.435 -0.484
C2 -0.649 -1.850 1.490
C3 0.225 0.986 -1.722
F1 -0.110 2.303 -1.867
F2 -0.891 0.317 -1.344
H4 1.989 1.030 -0.200
N1 0.948 0.926 -0.176
H5 0.698 0.030 0.229

Properties
HOMO-LUMO gap	8.2	eV
energy relative to the best compared isomer or geometry (same formula, charge and spin)	93.77	kcal per mole

Record 2
The following is a quantum chemistry calculation of a cluster of 7 separate species, C26H31Br8F3 in total, from OMol25.

Geometry (Å):
C1 1.260 -3.402 -2.025
C2 4.628 1.959 -4.030
C3 -2.935 5.627 -1.137
C4 -5.356 -2.770 1.824
Br1 -1.424 3.557 -2.342
H1 6.589 2.186 -1.028
F1 -8.917 -3.411 1.349
C5 -6.534 -3.288 1.296
H2 4.077 1.885 -4.968
H3 1.580 1.481 1.598
H4 0.618 -0.226 -2.944
H5 4.557 3.193 -2.192
H6 4.479 1.049 -3.448
H7 0.292 0.330 3.259
C6 6.036 1.274 -0.802
Br2 3.745 2.420 0.443
H8 0.901 -1.972 4.128
Br3 -4.709 6.098 -0.348
H9 -3.608 4.868 -3.007
H10 0.633 1.837 -0.665
C7 -6.613 -1.476 3.353
H11 6.187 1.693 1.237
C8 4.067 3.064 -3.157
C9 -1.884 -0.050 0.550
C10 -3.166 4.494 -2.084
C11 1.050 -3.113 2.337
C12 2.677 -1.896 -0.776
C13 1.713 -2.390 3.534
H12 0.003 -2.524 -3.493
C14 -0.099 0.277 2.253
Br4 7.272 -0.290 -1.058
F2 0.756 -4.646 -2.257
C15 0.666 -2.331 -2.662
H13 4.178 4.060 -3.587
H14 2.537 0.146 -1.302
C16 0.641 1.001 1.366
H15 -2.197 5.535 -0.340
C17 2.254 -3.206 -1.073
C18 -1.314 -0.349 1.879
H16 -3.857 3.797 -1.610
C19 -7.759 -2.884 1.818
H17 1.695 -3.887 1.921
C20 2.087 -0.824 -1.455
C21 5.409 1.313 0.575
C22 -7.830 -1.971 2.850
H18 -6.633 -4.143 0.643
F3 -3.055 -0.669 0.193
H19 5.277 1.059 -1.554
H20 2.203 -3.059 4.240
Br5 2.921 -0.926 3.035
Br6 -0.722 -3.823 2.896
H21 -1.749 -1.054 2.571
C23 1.095 -1.043 -2.423
H22 -4.384 -3.162 1.562
H23 -1.358 0.729 -1.371
H24 -6.699 -0.823 4.210
H25 0.889 -2.313 1.614
H26 5.106 0.296 0.824
H27 3.431 -1.683 -0.033
H28 -8.812 -1.746 3.238
C24 -1.085 0.687 -0.327
Br7 2.162 2.621 -2.732
C25 0.152 1.217 0.077
H29 -4.432 -1.426 3.200
H30 2.743 -3.988 -0.511
Br8 6.558 2.265 -4.334
C26 -5.381 -1.796 2.841
H31 -2.614 6.540 -1.639

Properties
spin multiplicity	2
HOMO-LUMO gap (spin up / spin down)	7.5 / 2.9	eV
net charge	+1

Record 3
The following is a quantum chemistry calculation of a cluster of 5 separate species, C33H70F3N6O6P in total, from OMol25.

Geometry (Å):
C1 -3.902 1.106 -3.206
C2 3.691 -6.289 7.043
H1 2.671 5.753 1.046
H2 0.473 -6.184 -4.261
H3 2.545 2.258 -1.118
H4 2.772 1.820 -3.437
H5 -2.869 -3.650 -2.496
H6 -0.063 -3.280 -1.356
H7 -2.586 -6.307 -3.751
C3 1.265 5.911 -2.949
H8 3.395 1.922 1.024
C4 4.086 -3.053 7.400
P1 -2.022 0.849 -3.496
H9 1.406 -4.141 3.845
H10 4.035 -3.010 8.496
C5 3.087 2.212 2.038
H11 0.696 5.918 -0.892
O1 -1.801 6.089 -3.509
N1 3.554 1.204 2.994
H12 3.641 -4.321 4.930
H13 1.015 1.733 1.568
H14 5.195 0.671 5.125
H15 -1.130 -1.954 -1.872
C6 -1.105 -2.991 -1.520
H16 -1.746 -4.951 -2.125
C7 0.714 -5.367 -3.580
N2 -1.301 -3.818 -3.875
H17 -2.689 3.356 -1.904
H18 -4.627 6.750 -2.025
H19 -5.079 4.858 -3.545
H20 -1.249 0.671 -2.291
H21 3.291 -7.246 7.395
H22 3.728 -0.288 5.425
H23 0.393 -3.903 -5.116
H24 0.376 -5.636 -2.575
C8 3.243 4.814 -0.833
F1 -8.589 2.719 -4.620
H25 1.944 3.290 -3.920
N3 -4.584 2.321 -2.596
N4 1.921 4.247 -1.119
C9 0.133 -4.040 -4.058
H26 0.558 6.734 -3.096
C10 2.602 2.866 -3.162
H27 -1.817 -4.220 -5.873
H28 -4.351 4.026 -1.121
C11 -1.807 -3.924 -2.503
H29 1.203 2.731 3.023
C12 1.492 -4.324 4.922
H30 -0.028 4.638 -1.803
N5 -5.096 0.207 -3.520
C13 -7.971 0.370 -3.294
C14 2.826 -3.789 5.433
C15 2.785 -5.156 7.512
F2 -10.779 1.925 -3.884
C16 3.203 6.003 0.122
C17 1.597 2.534 2.022
H31 1.807 -5.296 -3.544
H32 3.860 4.044 -0.353
H33 4.223 6.297 0.392
H34 1.183 5.263 -3.824
C18 -3.077 6.035 -3.107
C19 5.491 -3.486 6.994
H35 3.569 3.375 -3.213
O2 -3.796 7.159 -2.451
H36 1.400 -5.404 5.076
H37 -1.611 -3.026 -0.549
H38 -1.446 -6.511 -5.094
N6 2.959 -3.842 6.892
H39 0.650 -3.827 5.414
F3 -9.626 3.609 -2.646
C20 -6.412 0.855 -3.148
H40 3.631 3.144 2.235
C21 -6.094 2.342 -2.463
H41 4.699 -6.199 7.452
O3 -4.309 -1.326 -5.321
C22 3.210 -0.179 2.662
H42 1.465 -0.373 3.974
H43 2.267 6.347 -2.930
C23 -9.407 2.344 -3.443
H44 3.909 -0.841 3.189
H45 -6.825 3.139 -2.016
H46 5.581 -3.650 5.917
H47 0.672 -3.233 -3.546
H48 1.746 -5.470 7.360
H49 -3.558 4.071 -4.347
H50 3.420 -0.364 1.600
C24 3.369 1.602 4.393
C25 -2.167 -4.469 -4.863
H51 3.744 2.625 4.521
H52 -8.108 -0.676 -2.738
H53 1.072 -0.271 2.247
H54 2.723 6.875 -0.333
H55 0.973 2.504 -1.814
H56 -1.839 -0.308 -4.377
H57 1.422 3.434 1.423
H58 6.208 -2.703 7.263
H59 1.753 -1.747 2.911
H60 3.766 5.108 -1.749
O4 -1.501 2.121 -4.337
H61 4.055 1.152 6.390
H62 3.759 -6.350 5.953
H63 -8.285 0.186 -4.406
H64 -3.158 -6.301 -5.417
C26 -3.843 3.577 -2.093
H65 2.891 -2.742 5.110
H66 3.947 -2.015 7.076
O5 -8.804 1.335 -2.559
O6 -5.377 -2.422 -3.468
C27 4.132 0.727 5.383
H67 2.877 -5.061 8.603
H68 2.310 1.621 4.674
H69 5.801 -4.392 7.513
C28 0.923 5.169 -1.661
C29 -2.338 -5.981 -4.765
C30 -4.930 -1.173 -4.137
C31 -3.918 4.649 -3.367
C32 1.982 2.935 -1.771
H70 -3.162 -4.013 -4.796
C33 1.794 -0.654 2.970

Properties
HOMO-LUMO gap	5.9	eV